[1]
{"formula": "C21H40Cl10N2O5", "method": "the ωB97M-V functional and the def2-TZVPD basis", "species": ["C", "C", "O", "N", "C", "C", "C", "C", "C", "C", "C", "C", "O", "C", "C", "N", "C", "C", "C", "O", "C", "O", "O", "H", "H", "H", "H", "H", "H", "H", "H", "H", "H", "H", "H", "H", "H", "H", "H", "H", "H", "H", "H", "H", "H", "H", "H", "H", "H", "H", "H", "H", "H", "Cl", "C", "Cl", "H", "H", "Cl", "C", "Cl", "H", "H", "Cl", "C", "Cl", "H", "H", "Cl", "C", "Cl", "H", "H", "Cl", "C", "Cl", "H", "H"], "coordinates": [[3.2096, 0.5140, -0.6174], [2.2931, 1.7143, -0.7368], [2.5102, 2.4875, -1.6013], [1.2171, 1.8795, 0.1495], [1.7585, 1.5957, 1.5138], [0.7467, 3.2712, 0.1325], [-0.2035, 3.6024, -1.0326], [-1.0423, 2.4045, -1.5155], [-2.5557, 2.7251, -1.4647], [-2.9999, 2.4565, -0.0368], [-3.4505, 1.0469, 0.3243], [-3.6933, 1.3568, 1.8110], [-4.1914, 0.3036, 2.5564], [-3.2150, -0.2755, 3.4179], [-1.8602, -0.6102, 2.7988], [-1.9141, -1.6298, 1.7624], [-0.7756, -1.5869, 0.8654], [-1.1047, -1.9480, -0.5671], [0.1648, -2.3212, -1.3762], [-2.0570, -3.0115, -0.5908], [-4.6035, 2.5841, 1.5881], [-5.5437, 2.9440, 2.1390], [-4.0740, 3.2290, 0.5002], [2.8757, -0.2320, 0.1011], [4.2220, 0.8189, -0.3616], [3.2648, 0.0251, -1.5856], [2.7640, 2.0089, 1.6141], [1.8545, 0.5278, 1.6928], [1.1220, 2.0072, 2.2883], [0.2407, 3.5087, 1.0640], [1.5838, 3.9750, 0.0750], [-0.8817, 4.3771, -0.6756], [0.3061, 4.0230, -1.8928], [-0.8950, 1.5149, -0.9025], [-0.7798, 2.1169, -2.5301], [-3.0455, 2.0442, -2.1642], [-2.7570, 3.7549, -1.7465], [-2.0802, 2.5754, 0.5588], [-2.7964, 0.2277, 0.0769], [-4.4386, 0.9919, -0.1356], [-2.8154, 1.8324, 2.2622], [-3.5855, -1.1589, 3.9296], [-3.0111, 0.4623, 4.2017], [-1.2606, -1.0341, 3.6047], [-1.3024, 0.2834, 2.4839], [-2.7951, -1.6276, 1.2649], [-0.3027, -0.5918, 0.8249], [0.0071, -2.2723, 1.2102], [-1.5542, -1.1123, -1.1174], [1.0010, -2.5622, -0.7267], [0.3935, -1.4919, -2.0440], [-0.1073, -3.1653, -2.0063], [-2.1877, -3.2504, -1.5169], [1.2127, -5.9918, -2.7115], [-0.1461, -6.0430, -3.8391], [-0.8172, -4.4318, -4.1271], [0.1975, -6.4480, -4.7839], [-0.9237, -6.6727, -3.4221], [5.9715, 1.4663, 1.1245], [5.8265, 0.6429, 2.6850], [4.2670, 0.9328, 3.4620], [5.9391, -0.4233, 2.5215], [6.6103, 1.0059, 3.3397], [7.5555, -1.4093, 0.0561], [8.4398, -0.4206, -1.1148], [7.3679, 0.6925, -1.9718], [9.1931, 0.1545, -0.5885], [8.9087, -1.0782, -1.8376], [-4.0826, -5.5616, -5.5310], [-3.8261, -4.6971, -7.0501], [-2.8007, -5.6155, -8.1587], [-4.7875, -4.5293, -7.5217], [-3.3442, -3.7503, -6.8338], [-0.5244, 0.4892, 5.5652], [-0.4392, 2.2374, 5.8146], [-0.9292, 3.1299, 4.3664], [-1.1047, 2.5060, 6.6270], [0.5815, 2.5065, 6.0623]], "forces_ev_per_angstrom": [[-0.4, -0.6, 0.3], [-0.2, -1.8, 0.9], [0.3, 2.1, -2.2], [1.3, 0.4, 1.6], [-0.1, -0.4, -0.2], [-0.3, 0.7, -0.9], [-0.2, -0.6, 0.1], [-0.8, 0.4, -0.1], [0.0, -0.5, 0.0], [1.1, -0.9, 0.0], [-0.1, 1.2, 0.2], [-0.5, 0.1, -0.7], [-0.3, -0.5, 0.2], [0.9, 0.8, 0.4], [-0.1, -0.8, 0.0], [-0.2, 0.5, -0.1], [0.0, -0.2, -0.1], [0.3, -0.3, -0.9], [-0.9, 0.4, 0.2], [0.0, -0.1, 0.2], [3.3, -1.8, -1.7], [-3.4, 1.4, 2.1], [0.1, 0.8, -0.3], [0.0, 0.0, 0.0], [-0.3, 0.1, -0.1], [-0.1, 0.1, -0.2], [-0.1, 0.2, 0.1], [-0.2, -0.1, 0.0], [-0.2, 0.1, 0.0], [-0.2, -0.4, 0.2], [0.2, -0.2, 0.1], [-0.1, 0.1, 0.0], [0.4, 0.0, 0.1], [0.2, 0.0, 0.0], [0.2, 0.1, -0.1], [-0.4, 0.2, 0.0], [-0.1, 0.1, -0.1], [-0.2, 0.7, 0.2], [0.2, -0.1, 0.0], [0.0, -0.8, -0.2], [0.3, -0.4, 0.1], [-0.6, -0.1, -0.4], [0.0, -0.1, 0.1], [0.0, 0.1, 0.2], [-0.2, 0.2, -0.2], [0.1, 0.0, -0.1], [-0.1, 0.1, 0.1], [-0.1, -0.1, 0.1], [-0.1, 0.3, 0.4], [0.2, -0.1, -0.1], [0.4, 0.0, 0.1], [0.4, -0.1, 0.1], [0.0, 0.0, 0.2], [0.0, 0.0, 0.0], [0.0, -0.1, 0.0], [-0.1, 0.0, -0.2], [0.0, 0.1, 0.0], [0.0, 0.1, 0.1], [0.2, 0.2, 0.4], [0.2, -0.1, 0.0], [0.1, -0.1, 0.2], [-0.1, 0.0, -0.1], [0.0, 0.1, 0.0], [0.1, -0.2, 0.0], [0.0, 0.1, 0.0], [0.1, 0.0, -0.1], [-0.1, 0.0, 0.1], [-0.1, 0.0, 0.0], [-0.1, 0.0, 0.0], [0.0, 0.1, 0.0], [0.0, 0.0, 0.0], [0.0, -0.1, 0.0], [0.1, -0.1, 0.0], [0.2, 0.2, 0.2], [0.0, 0.0, 0.1], [0.0, 0.0, 0.0], [-0.1, 0.0, -0.1], [0.0, 0.0, -0.1]], "multiplicity": 1, "e_above_lowest_ev": 0.000}

[2]
{"formula": "C21H40Cl3N4O4SiZn", "method": "the ωB97M-V functional and the def2-TZVPD basis", "species": ["C", "C", "H", "H", "H", "C", "C", "H", "H", "H", "H", "Zn", "Cl", "Cl", "H", "H", "C", "C", "N", "H", "C", "O", "H", "H", "H", "H", "H", "H", "C", "C", "N", "H", "C", "O", "H", "H", "H", "H", "O", "C", "C", "C", "H", "C", "H", "C", "H", "C", "C", "H", "H", "H", "Si", "Cl", "C", "C", "C", "H", "H", "H", "H", "H", "H", "H", "H", "H", "N", "C", "N", "O", "H", "H", "H", "H"], "coordinates": [[-1.9632, -2.4908, -5.3111], [-1.3504, -2.7673, -3.9781], [-2.1619, -3.4228, -5.8592], [-1.2803, -1.9180, -5.9490], [-2.8997, -1.9201, -5.2318], [-0.8237, -3.9696, -3.6695], [-1.0989, -5.1887, -4.4826], [-0.2196, -4.1002, -2.7662], [-0.5823, -5.1562, -5.4547], [-2.1826, -5.2840, -4.6815], [-0.7809, -6.1130, -3.9831], [-0.0486, 2.8764, 0.3493], [-2.2340, 3.2633, 1.0317], [0.9453, 4.7070, -0.4065], [1.0131, 6.0289, 4.5576], [-1.1667, 7.1141, 2.5660], [1.0319, 5.5449, 3.5758], [-0.8972, 6.1338, 2.1332], [-0.3066, 5.2576, 3.1334], [1.5895, 4.6102, 3.6424], [-1.0149, 4.3640, 3.8850], [-0.5506, 3.8309, 4.8886], [-1.7745, 5.6422, 1.6955], [-2.0383, 4.1576, 3.4994], [1.5044, 6.1939, 2.8457], [-0.1559, 6.2702, 1.3366], [2.4316, -0.5505, -3.0009], [2.1886, -3.0610, -2.8806], [3.2220, -0.5303, -2.2383], [3.1337, -3.0011, -2.3188], [3.1598, -1.7828, -1.5026], [3.0671, 0.3009, -1.5396], [3.5088, -1.8176, -0.1790], [3.5808, -0.8277, 0.5713], [3.2105, -3.8686, -1.6544], [3.7016, -2.8534, 0.1631], [4.1952, -0.4337, -2.7515], [3.9618, -3.0139, -3.0446], [-0.4524, -0.5317, -3.3061], [-1.3339, -1.6282, -2.9588], [0.0439, -2.0995, -0.8006], [-1.1285, -2.2210, -1.5436], [0.8135, -1.3958, -1.1212], [0.2123, -2.8387, 0.3771], [-2.3435, -1.1815, -2.9006], [-2.1457, -3.0565, -1.0495], [1.1539, -2.7400, 0.9202], [-0.7837, -3.7130, 0.8202], [-1.9717, -3.8211, 0.0978], [-3.0533, -3.1525, -1.6415], [-0.6098, -4.3239, 1.7061], [-2.7592, -4.5053, 0.4218], [-0.5119, 0.7845, -4.2622], [0.0654, 0.8511, -0.1953], [1.2209, 1.5147, -4.1493], [-1.3203, 2.2038, -3.2119], [-1.5178, 0.6926, -5.7992], [1.5869, 1.3271, -3.1206], [1.1626, 2.6074, -4.2701], [1.9592, 1.1284, -4.8695], [-1.1384, 0.0976, -6.6509], [-1.6004, 1.7658, -6.0926], [-2.5325, 0.3051, -5.6089], [-2.0049, 1.7990, -2.4486], [-1.8529, 2.8588, -3.9342], [-0.5603, 2.8085, -2.6854], [-0.9195, 0.8229, 2.8051], [0.3933, 1.0168, 2.5060], [1.2040, -0.0998, 2.5353], [0.8574, 2.1548, 2.2341], [-1.2655, -0.1234, 2.8537], [-1.5756, 1.5149, 2.4298], [2.0136, -0.0802, 1.9227], [0.7636, -1.0037, 2.5760]], "forces_ev_per_angstrom": [[-0.4, -0.3, -0.4], [0.8, -0.3, 0.6], [-0.1, 0.3, 0.2], [-0.1, 0.0, 0.2], [0.2, -0.1, 0.0], [-0.3, 0.8, 0.0], [0.1, -0.6, -0.6], [-0.5, 0.1, -0.2], [-0.2, -0.1, 0.2], [0.5, 0.0, 0.0], [0.0, 0.3, 0.0], [-0.2, 1.5, 0.9], [-0.2, -0.2, -0.2], [0.2, -0.1, -0.2], [0.2, 0.0, 0.0], [0.0, -0.2, -0.1], [0.1, -0.1, 0.1], [0.0, -0.2, 0.0], [-0.6, -0.3, 0.3], [0.1, 0.1, 0.1], [0.2, 0.3, -0.1], [-0.4, 0.1, -0.4], [0.2, 0.3, 0.2], [0.5, 0.2, 0.2], [0.1, 0.1, -0.1], [-0.3, 0.0, 0.1], [0.2, 0.1, 0.3], [0.2, 0.1, 0.2], [-0.3, 0.0, -0.1], [0.0, 0.3, 0.4], [0.9, -0.4, 0.3], [0.0, -0.2, -0.3], [-0.3, 1.4, 0.2], [0.0, -1.9, -1.3], [0.0, 0.1, -0.2], [-0.1, 0.2, 0.1], [-0.2, 0.0, 0.2], [-0.1, 0.0, 0.2], [0.0, -2.6, 0.5], [-0.1, 0.9, 0.4], [-0.1, 0.1, -0.2], [0.3, 0.0, 0.0], [-0.3, -0.4, 0.0], [-0.2, -0.1, -0.2], [0.0, -0.3, -0.3], [0.3, 0.1, -0.3], [-0.3, 0.0, 0.0], [0.4, 0.1, -0.1], [-0.1, 0.2, 0.0], [0.0, 0.0, 0.2], [-0.1, 0.2, -0.2], [0.2, 0.2, -0.1], [0.0, 2.5, 2.8], [0.0, -1.5, -1.8], [0.6, -0.4, -0.8], [-0.3, -0.5, -0.7], [-0.2, 0.1, -1.2], [-0.4, 0.1, -0.5], [0.0, -0.4, -0.1], [0.0, 0.1, 0.2], [0.0, 0.5, 0.3], [-0.1, -0.8, -0.1], [0.3, 0.3, 0.2], [0.0, 0.3, -0.3], [0.0, -0.1, 0.6], [-0.3, -0.4, -0.3], [0.0, 0.1, 0.2], [0.5, 0.5, -0.2], [0.0, 0.5, 0.3], [-0.5, -1.1, 0.4], [0.1, 0.2, -0.2], [0.4, -0.1, 0.2], [-0.1, 0.2, 0.2], [-0.2, 0.1, -0.1]], "charge": -1, "multiplicity": 1, "e_above_lowest_ev": 0.301}

[3]
{"formula": "C21H40F3N2O9P2", "method": "the ωB97M-V functional and the def2-TZVPD basis", "species": ["N", "C", "O", "C", "C", "C", "C", "C", "C", "N", "C", "F", "F", "F", "C", "H", "H", "H", "H", "H", "H", "H", "H", "H", "H", "O", "P", "O", "C", "C", "O", "C", "C", "O", "C", "C", "H", "H", "H", "H", "H", "H", "H", "H", "H", "H", "H", "H", "H", "H", "H", "O", "P", "O", "C", "C", "O", "C", "C", "O", "C", "C", "H", "H", "H", "H", "H", "H", "H", "H", "H", "H", "H", "H", "H", "H", "H"], "coordinates": [[5.1727, -7.2802, -2.0470], [5.1332, -8.5411, -2.7862], [4.7581, -9.5767, -2.1481], [5.4673, -8.7393, -4.3348], [4.2600, -8.2550, -5.3221], [2.8939, -7.9729, -4.5150], [2.0674, -9.1065, -3.7934], [0.7845, -8.6726, -3.0395], [0.3990, -7.1817, -3.0354], [1.2072, -6.1966, -3.7229], [0.8089, -4.7526, -3.7268], [1.0368, -4.1943, -5.0202], [1.7108, -4.0691, -2.8542], [-0.5005, -4.5466, -3.2769], [2.4109, -6.5086, -4.4743], [5.2626, -6.4587, -2.6623], [4.2559, -7.1924, -1.5691], [6.4078, -8.1444, -4.6016], [5.5874, -9.8721, -4.5089], [4.1124, -8.9515, -6.2180], [4.6280, -7.2530, -5.7707], [2.4783, -10.1751, -3.8454], [0.1947, -9.4972, -2.4983], [-0.5433, -6.8565, -2.4737], [3.0067, -5.6950, -5.0134], [0.1113, 2.9395, -0.1685], [0.2071, 1.4070, -0.2026], [0.7285, 1.3388, -1.7735], [2.0595, 1.7452, -2.0579], [3.0655, 0.7285, -1.5529], [-1.4221, 1.2333, -0.4663], [-2.3396, 1.9920, 0.3233], [-2.9687, 3.0729, -0.5346], [0.3049, -0.3032, -0.1754], [-0.5936, -1.1903, -0.8294], [-0.4310, -1.2359, -2.3349], [2.2541, 2.7325, -1.6301], [2.1435, 1.8344, -3.1440], [3.0383, 0.6626, -0.4608], [4.0785, 1.0041, -1.8566], [2.8391, -0.2676, -1.9405], [-1.8510, 2.4156, 1.2036], [-3.1141, 1.3085, 0.6829], [-2.2087, 3.6993, -1.0081], [-3.6260, 3.7122, 0.0599], [-3.5518, 2.6255, -1.3445], [-1.6294, -1.0030, -0.5419], [-0.3583, -2.1854, -0.4361], [-0.8123, -0.3269, -2.8036], [-0.9872, -2.0795, -2.7527], [0.6209, -1.3397, -2.6139], [-3.5317, 5.0558, 2.9885], [-2.8079, 5.2020, 4.3347], [-3.7935, 6.4026, 4.9080], [-5.1165, 6.0592, 5.2945], [-5.1243, 5.2689, 6.5889], [-1.6059, 6.1451, 3.6849], [-1.0092, 5.7572, 2.4510], [-1.4600, 6.7049, 1.3557], [-1.9645, 5.2748, 5.8227], [-1.0823, 6.3195, 6.2232], [-1.7812, 7.6111, 6.5935], [-5.6130, 5.5029, 4.4944], [-5.6640, 6.9948, 5.4340], [-4.6289, 4.3016, 6.4579], [-6.1484, 5.0892, 6.9254], [-4.5835, 5.8029, 7.3733], [-1.2457, 4.7200, 2.2028], [0.0763, 5.8203, 2.5700], [-2.5499, 6.7555, 1.2956], [-1.0715, 6.3931, 0.3829], [-1.1126, 7.7206, 1.5638], [-0.2916, 6.4853, 5.4899], [-0.5749, 5.9443, 7.1181], [-2.1646, 8.1235, 5.7091], [-1.0845, 8.2905, 7.0919], [-2.6244, 7.4240, 7.2629]], "forces_ev_per_angstrom": [[-1.2, -1.1, -2.3], [-1.3, -2.8, 2.1], [1.1, 3.7, -2.3], [-0.1, 0.0, 0.1], [0.0, 1.4, 0.6], [-2.1, 1.1, 0.7], [-0.7, 4.3, 0.0], [2.6, 2.0, -1.9], [1.8, -2.5, -0.7], [0.1, -1.9, -0.5], [0.7, 2.5, 0.4], [-1.1, -1.7, 3.6], [-2.5, -1.7, -2.1], [3.6, -0.8, -1.5], [-0.4, -4.1, 1.2], [0.2, -0.5, 0.3], [1.1, -0.3, 0.1], [-1.3, -1.1, 0.2], [0.2, 1.9, 0.6], [0.1, 0.8, 1.6], [-1.0, -1.5, 0.7], [-0.9, 1.8, 0.2], [0.8, 1.8, -0.9], [1.7, -0.2, -1.1], [-1.3, -1.1, 1.1], [2.8, -1.2, 3.6], [-5.9, -0.3, -7.6], [0.9, 0.0, 0.5], [0.3, 0.0, -0.3], [0.1, -0.1, 0.0], [0.4, -0.5, 1.1], [-0.5, 0.4, -0.2], [-0.1, 0.1, -0.1], [2.2, 1.5, 2.7], [-0.6, -0.8, 0.1], [0.0, 0.5, -0.3], [0.0, 0.0, 0.0], [-0.2, 0.0, 0.1], [0.1, 0.0, 0.0], [-0.1, 0.0, 0.1], [0.0, 0.1, 0.0], [0.0, 0.1, -0.1], [0.1, -0.1, 0.0], [0.0, 0.0, 0.2], [0.0, -0.1, 0.0], [0.0, 0.0, 0.1], [0.2, 0.2, -0.1], [0.3, 0.2, 0.2], [0.1, -0.1, 0.0], [0.0, 0.0, 0.2], [-0.1, 0.0, 0.1], [0.1, -4.3, 1.8], [1.5, 9.4, -1.2], [-0.4, -0.9, 0.2], [-0.4, 0.1, 0.2], [0.0, 0.0, 0.1], [0.3, -1.1, 0.4], [0.0, 0.4, -0.5], [-0.1, 0.1, -0.1], [-1.6, -3.7, -0.8], [1.0, 0.4, 0.4], [-0.4, 0.2, -0.4], [0.0, 0.0, 0.0], [0.2, 0.0, -0.1], [-0.1, 0.0, 0.0], [0.1, 0.0, 0.0], [-0.1, 0.0, -0.1], [-0.1, 0.1, -0.1], [0.0, 0.0, 0.1], [0.1, -0.2, 0.0], [0.0, 0.0, 0.1], [0.1, -0.1, 0.0], [-0.3, 0.0, -0.1], [-0.2, -0.3, -0.1], [0.0, -0.1, 0.1], [0.1, -0.2, 0.0], [0.1, 0.0, 0.0]], "charge": 1, "multiplicity": 1}

| no. | orbital gap (eV) | maximum force (eV/Å) |
| --- | --- | --- |
| 1 | 8.9 | 4.238 |
| 2 | 7.8 | 3.718 |
| 3 | 5.0 | 9.626 |